1.
Computed, not measured: C17H20FN3O in the gas phase, with wB97M-V/def2-TZVPD.

The SMILES is Fc1ccc([C@H]2CCCN2Cc2nc(CC3CC3)no2)cc1. The spin multiplicity is 1. The total energy comes out at -27187.3871 eV. Its energy above the lowest of the compared OMol25 structures with the same formula, charge and spin is 0.0 kJ/mol. Its HOMO energy is -0.324 hartree. The frontier orbital gap is 9.59 eV.

Each line ends with the Löwdin charge.
Positions of all 42 atoms, in Å:
1 F 3.927 3.192 -3.755  0.05
2 C 3.325 2.299 -2.938  -0.28
3 C 2.075 1.817 -3.276  -0.01
4 C 1.465 0.906 -2.432  -0.02
5 C 2.096 0.479 -1.271  -0.19
6 C 3.353 0.983 -0.957  -0.02
7 C 3.976 1.897 -1.785  0.00
8 H 4.950 2.298 -1.552  0.12
9 H 3.832 0.658 -0.047  0.11
10 C 1.442 -0.545 -0.377  -0.27
11 N 1.767 -0.276 1.022  -0.13
12 C 0.894 0.660 1.690  -0.08
13 C -0.491 0.130 1.865  -0.32
14 N -1.388 -0.062 0.945  0.21
15 C -2.416 -0.653 1.625  -0.35
16 N -2.152 -0.814 2.890  0.13
17 O -0.896 -0.310 3.061  0.04
18 C -3.702 -1.014 0.983  -0.10
19 C -4.605 0.204 0.946  -0.30
20 C -5.560 0.385 -0.194  -0.12
21 C -4.356 1.270 -0.077  -0.12
22 H -4.499 2.301 0.207  0.10
23 H -3.540 1.120 -0.767  0.10
24 H -6.531 0.807 0.013  0.10
25 H -5.569 -0.362 -0.973  0.10
26 H -4.932 0.522 1.929  0.14
27 H -4.173 -1.815 1.556  0.12
28 H -3.501 -1.354 -0.033  0.13
29 H 0.856 1.574 1.092  0.14
30 H 1.307 0.882 2.677  0.14
31 C 1.996 -1.540 1.696  -0.18
32 C 2.736 -2.339 0.632  -0.16
33 H 2.731 -3.409 0.830  0.11
34 H 3.768 -1.996 0.569  0.11
35 C 1.976 -1.971 -0.644  -0.11
36 H 2.614 -2.001 -1.525  0.12
37 H 1.144 -2.658 -0.800  0.11
38 H 2.585 -1.375 2.600  0.13
39 H 1.062 -2.054 1.978  0.12
40 H 0.355 -0.516 -0.545  0.12
41 H 0.486 0.523 -2.679  0.12
42 H 1.594 2.156 -4.180  0.12


2.
Computed, not measured: a molecular structure, C26H46Br30FNP3S, with wB97M-V/def2-TZVPD.

Its total charge is -1. The spin multiplicity is 1. The total energy comes out at -2171885.9118 eV. Its energy above the lowest of the compared OMol25 structures with the same formula, charge and spin is 0.0 kJ/mol. Its HOMO energy is -0.146 hartree. The frontier orbital gap is 5.13 eV.

Each line ends with the Löwdin charge.
Positions of all 108 atoms, in Å:
1 C -0.210 -0.209 1.774  -0.23
2 C -0.631 -0.107 0.639  -0.20
3 P -1.269 0.070 -1.181  0.43
4 C 0.342 -0.718 -1.926  -0.40
5 C 1.230 -1.612 -1.063  -0.45
6 C 1.897 -2.632 -2.039  -0.11
7 C 2.423 -0.887 -0.414  -0.10
8 N -2.839 0.782 -0.705  -0.25
9 C -3.435 0.492 0.572  -0.32
10 C -4.957 0.854 0.531  -0.22
11 C -5.910 -0.353 0.477  -0.12
12 P -1.889 0.326 -3.435  0.28
13 S -2.990 1.895 -3.917  -0.02
14 C -0.450 1.823 -1.171  -0.40
15 F 0.899 1.699 -0.726  -0.11
16 C -1.061 2.899 -0.279  -0.24
17 C -2.076 3.840 -0.961  -0.12
18 P -2.116 -2.076 -1.254  0.90
19 C -3.879 -2.181 -1.828  -0.47
20 C -4.065 -3.368 -2.811  -0.18
21 C -2.012 -3.115 0.270  -0.45
22 C -1.323 -4.496 -0.026  -0.18
23 H 0.358 -0.400 2.654  -0.12
24 H -0.051 -1.371 -2.712  0.00
25 H 0.956 0.000 -2.482  0.08
26 H 0.729 -2.251 -0.334  0.11
27 H 1.129 -3.123 -2.644  0.06
28 H 2.458 -3.389 -1.485  0.04
29 H 2.571 -2.096 -2.715  0.08
30 H 2.870 -0.190 -1.124  0.08
31 H 3.143 -1.657 -0.115  0.07
32 H 2.143 -0.353 0.490  -0.01
33 H -3.552 0.637 -1.410  0.00
34 H -3.396 -0.557 0.916  0.09
35 H -3.053 1.108 1.380  0.03
36 H -5.207 1.408 1.444  0.09
37 H -5.156 1.557 -0.282  0.10
38 H -6.896 -0.040 0.832  0.06
39 H -5.546 -1.205 1.049  0.06
40 H -6.065 -0.652 -0.563  0.05
41 H -2.443 -0.868 -3.956  -0.07
42 H -0.667 0.448 -4.136  -0.06
43 H -0.364 2.224 -2.188  0.09
44 H -0.222 3.563 -0.027  0.10
45 H -1.419 2.529 0.681  0.08
46 H -1.694 4.131 -1.938  0.05
47 H -3.048 3.359 -1.025  0.04
48 H -2.135 4.740 -0.340  0.06
49 H -4.228 -1.275 -2.329  0.03
50 H -4.500 -2.419 -0.960  0.04
51 H -4.168 -4.272 -2.202  0.06
52 H -5.006 -3.271 -3.359  0.03
53 H -3.199 -3.510 -3.456  0.05
54 H -3.031 -3.365 0.593  0.05
55 H -1.508 -2.691 1.137  0.04
56 H -1.998 -5.328 0.178  0.05
57 H -0.916 -4.516 -1.036  0.03
58 H -0.473 -4.618 0.656  0.05
59 C 3.401 1.914 3.919  -1.60
60 Br 5.189 1.204 4.112  0.53
61 Br 2.241 0.678 3.003  0.77
62 Br 2.665 2.465 5.610  0.55
63 H 3.473 2.799 3.302  -0.08
64 C 4.241 -5.992 -3.694  -1.63
65 Br 5.269 -4.687 -2.722  0.58
66 Br 2.617 -6.452 -2.775  0.59
67 Br 3.891 -5.417 -5.499  0.56
68 H 4.840 -6.889 -3.756  -0.03
69 C -2.385 0.860 5.637  -1.58
70 Br -1.005 1.207 6.940  0.47
71 Br -1.738 0.957 3.820  0.74
72 Br -3.254 -0.825 5.981  0.57
73 H -3.132 1.633 5.762  -0.03
74 C -1.476 1.119 11.092  -1.63
75 Br -2.891 2.005 10.135  0.56
76 Br -1.837 -0.758 11.321  0.57
77 Br 0.256 1.412 10.296  0.55
78 H -1.446 1.560 12.077  -0.04
79 C 0.029 6.324 6.437  -1.63
80 Br -0.499 4.484 6.639  0.53
81 Br 0.440 7.128 8.143  0.56
82 Br 1.490 6.533 5.200  0.55
83 H -0.816 6.860 6.031  -0.03
84 C 3.724 -7.728 -8.658  -1.67
85 Br 2.694 -6.200 -9.208  0.56
86 Br 2.716 -8.882 -7.494  0.56
87 Br 4.438 -8.687 -10.169  0.56
88 H 4.565 -7.357 -8.089  -0.05
89 C 8.118 -0.392 0.934  -1.62
90 Br 6.378 0.055 0.257  0.56
91 Br 9.440 0.859 0.293  0.56
92 Br 8.191 -0.533 2.856  0.55
93 H 8.381 -1.362 0.538  -0.03
94 C -6.829 -0.007 -5.491  -1.64
95 Br -7.253 -1.862 -5.165  0.55
96 Br -6.499 0.940 -3.854  0.55
97 Br -5.366 0.176 -6.726  0.55
98 H -7.697 0.439 -5.954  -0.04
99 C 5.252 7.165 3.204  -1.65
100 Br 3.919 8.042 2.127  0.57
101 Br 4.924 5.275 3.339  0.59
102 Br 7.034 7.532 2.573  0.57
103 H 5.176 7.574 4.201  -0.03
104 C 5.370 4.030 -3.197  -1.65
105 Br 5.819 2.861 -1.735  0.54
106 Br 6.888 4.304 -4.361  0.55
107 Br 3.833 3.433 -4.180  0.58
108 H 5.123 4.991 -2.771  -0.03


3.
Computed, not measured: 2 unconnected molecules or ions with the total composition C4H11NO3, with wB97M-V/def2-TZVPD.

The SMILES is O=CCCNCO.O. The spin multiplicity is 1. The total energy comes out at -11958.1476 eV. Its energy above the lowest of the compared OMol25 structures with the same formula, charge and spin is 189.3 kJ/mol. Its HOMO energy is -0.362 hartree. The frontier orbital gap is 10.42 eV.

Each line ends with the Löwdin charge.
Positions of all 19 atoms, in Å:
1 C 0.387 0.496 0.236  -0.23
2 C -0.520 1.529 -0.442  -0.14
3 C -1.314 2.324 0.554  -0.28
4 O -2.483 2.579 0.425  0.05
5 N 0.475 -0.700 -0.602  -0.07
6 C 1.551 -1.610 -0.278  -0.28
7 O 2.858 -1.040 -0.415  -0.06
8 H -0.049 0.160 1.175  0.11
9 H 1.355 0.896 0.515  0.11
10 H 0.073 2.277 -0.987  0.13
11 H -1.150 1.030 -1.162  0.11
12 H -0.804 2.660 1.480  0.13
13 H 0.543 -0.448 -1.588  0.11
14 H 1.407 -2.504 -0.880  0.12
15 H 1.474 -1.822 0.785  0.12
16 H 3.208 -1.259 -1.294  0.09
17 H -2.854 -1.045 1.225  0.03
18 H -1.665 -1.670 0.395  0.00
19 O -2.492 -1.854 0.859  -0.06


4.
Computed, not measured: a gas-phase ion, C9H9N4O2 (charge -1), with wB97M-V/def2-TZVPD.

Its total charge is -1. The spin multiplicity is 1. The total energy comes out at -19532.0726 eV. Its energy above the lowest of the compared OMol25 structures with the same formula, charge and spin is 0.0 kJ/mol. Its HOMO energy is -0.090 hartree. The frontier orbital gap is 5.68 eV.

Each line ends with the Löwdin charge.
Positions of all 24 atoms, in Å:
1 C -2.514 1.270 0.134  -0.19
2 C -1.337 1.545 -0.643  -0.18
3 C -2.479 0.160 0.984  -0.16
4 C -0.255 0.776 -0.538  -0.09
5 C -1.332 -0.605 1.124  -0.05
6 C 0.046 -0.045 0.620  -0.32
7 C 0.289 0.753 1.890  -0.27
8 C 3.274 -1.567 -0.282  -0.08
9 C 0.960 -1.121 0.247  -0.48
10 N -0.049 2.469 3.171  -0.06
11 N -0.116 2.092 1.892  0.06
12 N 0.625 0.413 3.109  0.03
13 N 0.354 1.486 3.895  -0.08
14 O 0.622 -2.182 -0.175  0.14
15 O 2.254 -0.757 0.257  -0.04
16 H -3.321 1.906 0.046  0.03
17 H -1.525 2.146 -1.497  0.08
18 H -3.438 -0.171 1.457  0.10
19 H 0.550 0.746 -1.189  0.08
20 H -1.286 -1.404 1.810  0.08
21 H 4.277 -1.073 -0.045  0.11
22 H 3.098 -1.757 -1.376  0.10
23 H 3.296 -2.577 0.076  0.07
24 H -0.872 2.309 1.257  0.09


5.
Computed, not measured: a gas-phase ion, C8H6IOS (charge -1), with wB97M-V/def2-TZVPD.

Its total charge is -1. The spin multiplicity is 3. The total energy comes out at -29375.0021 eV. As for the expectation value of S²: 2.016. Its HOMO energy (alpha / beta) is -0.046 / -0.171 hartree. The frontier orbital gap (alpha / beta) is 4.31 / 5.40 eV.

Each line ends with the Löwdin charge.
Positions of all 17 atoms, in Å:
1 C 0.629 -0.456 -1.615  -0.15
2 C 0.604 0.854 -1.116  -0.13
3 C 0.240 -1.499 -0.773  -0.14
4 C 0.096 1.122 0.142  -0.06
5 C -0.210 -1.202 0.478  -0.13
6 C -0.355 0.077 1.000  -0.38
7 C -0.103 -0.737 3.335  -0.94
8 C -0.697 0.332 2.432  -0.70
9 O -0.682 -1.555 4.054  -0.07
10 S 1.600 -0.396 3.167  0.77
11 I -3.026 0.384 2.790  0.30
12 H 1.052 -0.494 -2.720  0.12
13 H 0.952 1.618 -1.777  0.08
14 H 0.282 -2.610 -1.083  0.12
15 H 0.187 2.006 0.673  0.07
16 H -0.634 -2.123 1.085  0.15
17 H -0.498 1.404 2.836  0.08